(1)
The following is a DFT calculation (the ωB97M-V functional and the def2-TZVPD basis) of a molecular structure, C56H42Cl4N4O3Sc.

Each line ends with the Löwdin charge.
Positions of all 110 atoms, in Å:
H -4.381 -0.846 3.732  0.115
H -2.533 -0.821 -2.889  0.076
Cl -4.432 5.463 -6.110  0.695
N -1.688 1.401 0.449  0.030
C 4.969 5.085 -0.741  -0.087
H -0.566 -3.495 1.470  0.084
H 1.522 -3.994 -1.329  0.136
C -2.352 3.175 -2.821  -0.195
C 6.201 3.591 0.663  -0.087
H 5.249 0.038 0.232  0.117
C -4.715 -3.069 -0.404  -0.009
O 0.833 -0.797 -2.070  -0.244
C -5.393 -3.915 0.455  -0.053
Sc -0.032 0.072 0.178  1.096
H -4.208 -1.088 -2.378  0.102
C 4.105 2.834 -0.341  -0.126
Cl 3.612 -7.470 3.512  0.698
H -4.160 6.006 -3.341  0.112
H 0.215 3.528 -3.759  0.121
C 2.200 -3.226 2.741  -0.160
C 3.186 -5.311 1.948  -0.086
C 6.095 4.812 0.018  -0.672
C 2.420 -1.134 1.452  -0.237
C -1.606 2.450 -1.761  -0.052
N -0.315 -0.463 2.209  0.029
C -1.216 -0.791 4.283  0.026
C 4.249 -0.154 0.579  -0.011
O -1.698 -1.058 -0.583  -0.021
H -0.197 -1.382 -3.790  0.100
C -2.618 1.320 1.442  -0.218
O 0.360 -2.734 -0.173  -0.225
C -4.360 0.133 4.187  -0.027
Cl -6.406 2.113 6.975  0.690
C -3.424 1.068 3.756  -0.214
H 2.786 -3.627 0.715  0.107
H 3.099 4.417 -1.421  0.097
H -6.014 -0.276 5.499  0.109
C -3.670 -3.622 2.110  -0.048
C -3.655 5.074 -3.555  -0.084
H -1.879 1.751 -4.359  0.111
H 0.189 -2.315 4.916  0.094
H 4.475 -1.991 1.733  0.124
C -3.008 3.385 -5.141  -0.090
H -3.255 -3.852 3.083  0.116
C 3.028 1.828 -0.474  -0.004
H 1.235 -0.353 -4.052  0.110
H 2.542 -5.498 5.255  0.113
H -2.067 -2.313 1.557  0.087
C 0.585 2.998 -2.897  0.022
C 0.384 -0.543 -3.395  -0.053
C -3.195 -1.491 -2.346  0.027
C 1.663 -1.951 -1.978  -0.150
C -4.872 -4.195 1.711  -0.047
H -4.393 2.705 -0.970  0.116
H 7.046 3.388 1.306  0.113
C 1.661 -1.898 2.365  -0.048
C -5.268 1.717 5.734  -0.669
H -3.204 -2.470 -2.828  0.107
C 0.434 -1.400 2.872  -0.217
C -3.644 4.581 -4.851  -0.669
H -4.776 1.912 1.554  0.122
H -5.409 -4.852 2.382  0.115
C -2.286 2.026 -0.611  -0.226
C 1.885 2.124 -1.276  -0.204
C -2.731 -1.627 -0.926  -0.307
C 3.092 -5.850 3.222  -0.670
C 3.845 -1.234 1.298  0.019
H 2.080 -2.206 -2.954  0.140
H -1.262 -4.035 -0.077  0.101
C 2.739 -4.023 1.719  -0.049
C -5.284 0.451 5.170  -0.090
H -6.326 -4.363 0.140  0.114
H 5.305 1.739 1.086  0.089
H -1.862 -0.667 5.137  0.121
C 2.155 -3.790 4.018  -0.013
C 1.881 2.869 -2.507  -0.010
C -4.355 2.669 5.308  -0.086
C -0.215 2.342 -1.903  -0.243
C -1.340 -0.080 3.044  -0.216
C -0.165 -1.643 4.156  0.019
C -2.410 0.754 2.709  -0.053
C -3.013 4.371 -2.549  -0.022
Cl 7.316 6.008 0.222  0.703
C 3.078 0.612 0.256  -0.200
N 1.979 -0.044 0.750  0.022
H -3.003 4.766 -1.542  0.128
C 3.989 4.124 -0.893  -0.020
C 0.872 -3.117 -1.433  -0.176
H -2.731 3.084 3.978  0.129
C -3.667 2.272 -0.301  0.016
H -0.236 0.346 -3.354  0.065
H 2.481 -1.707 -1.296  0.124
H 2.753 3.192 -3.050  0.121
H -4.361 3.656 5.749  0.111
C 5.216 2.637 0.501  -0.019
H -3.014 3.001 -6.152  0.110
C -3.508 -2.483 -0.012  -0.146
C -3.001 -2.765 1.258  -0.040
H 0.292 -4.700 0.489  0.103
H 3.610 -5.899 1.144  0.112
C -2.365 2.691 -4.129  -0.032
H 4.851 6.059 -1.196  0.112
H 1.825 -3.208 4.864  0.100
H 0.047 -3.379 -2.110  0.139
C 2.587 -5.083 4.258  -0.084
H -5.138 -2.866 -1.378  0.114
C -3.444 2.343 4.318  -0.010
N 0.612 1.750 -0.980  0.030
C -0.331 -3.803 0.454  -0.065
C -3.861 1.874 0.984  0.028

Properties
HOMO-LUMO gap (spin up / spin down) ... 0.193 / 0.193 Eh
Charge ... +1
M ... 1005.74 g/mol

(2)
The following is a DFT calculation (the ωB97M-V functional and the def2-TZVPD basis) of 3 unconnected molecules or ions with the total composition C5H7Cl.

Each line ends with the Mulliken spin population.
Positions of all 13 atoms, in Å:
C 0.852 0.153 0.332  0.749
C 2.132 -0.608 0.515  -0.024
Cl -2.941 0.764 0.528  0.118
H 2.269 -1.068 -0.469  0.013
H -0.234 0.781 2.093  -0.018
H -2.362 0.674 -2.533  -0.003
H -0.660 -1.332 -0.223  0.016
C -0.160 0.809 1.025  0.121
C -0.400 -0.308 -0.146  0.247
H -2.030 0.454 -3.335  0.004
H 2.913 -0.034 0.886  0.019
H 1.836 -1.211 1.320  0.034
C -1.214 0.926 0.006  0.725

Properties
Energy relative to the best compared isomer or geometry (same formula, charge and spin) ... 324.8 kJ/mol
HOMO-LUMO gap (spin up / spin down) ... 0.244 / 0.368 Eh
2S+1 ... 3
M ... 102.56 g/mol

(3)
The following is a DFT calculation (the ωB97M-V functional and the def2-TZVPD basis) of a molecular structure, C20H42Br2N2O5P2SV.

Each line ends with the Löwdin charge.
Positions of all 75 atoms, in Å:
C 0.713 -2.274 -1.201  -0.176
H -2.510 -3.766 1.643  0.046
C -1.444 -3.014 -2.471  -0.213
H -2.069 1.781 2.990  0.086
H -2.367 2.959 -0.235  0.003
H -4.439 -1.961 1.444  0.066
C -4.141 -1.802 2.475  -0.117
H -3.536 -4.461 -2.872  0.073
Br 3.424 -1.117 0.307  0.958
H 1.772 4.131 -1.402  0.117
C 1.045 -2.023 1.640  -0.674
O -3.990 1.648 0.944  -0.416
C 3.250 -3.096 2.288  -0.168
H -2.058 -2.449 -1.777  0.069
C -0.478 -0.135 -1.237  -0.077
H 5.096 4.989 -3.806  0.087
O -3.287 5.261 -3.802  -0.539
O -1.077 0.978 1.315  -0.307
C -2.088 -3.317 0.749  -0.282
H 1.946 4.522 0.326  0.114
N 0.362 -1.029 -0.499  -0.146
O -4.380 4.394 -0.760  -0.613
H -0.622 0.810 -0.742  0.065
H -2.742 -0.238 2.890  0.043
H 4.295 -2.857 2.131  0.055
H 3.364 2.605 0.698  0.115
H 1.863 0.837 -0.857  0.058
H -2.217 -1.814 3.449  0.054
H -4.241 -2.740 3.009  0.074
H -3.388 3.868 1.637  0.033
C 0.162 0.366 1.592  -0.655
H 0.163 -1.775 -3.255  0.109
P -1.871 -1.525 1.023  1.194
H 3.064 -3.005 3.352  0.069
H -3.195 -5.788 -1.974  0.076
C -1.595 -4.512 -2.238  -0.288
H -1.063 -4.839 -1.351  0.097
H -1.227 -5.004 -3.139  0.116
H -1.148 -3.821 0.566  0.009
H 3.101 -4.117 1.951  0.091
H 3.539 2.315 -1.005  0.115
H 2.225 0.911 1.732  0.069
C 0.016 -2.570 -2.532  -0.169
C 0.125 -1.059 0.898  -0.426
H -0.756 0.027 3.938  -0.120
C 2.384 -2.153 1.508  -0.698
H -1.472 -0.545 -1.462  0.092
H 1.763 -2.200 -1.481  0.079
C 2.437 4.088 -0.545  -0.168
H 5.785 5.702 -2.362  0.090
C 5.100 4.934 -2.723  -0.117
P -2.945 2.691 1.021  0.710
H -0.874 2.851 2.293  0.104
H -4.814 -1.101 2.950  0.081
C 1.625 1.672 -0.210  -0.223
H -0.003 0.107 -2.186  0.118
O 3.792 5.120 -2.247  -0.182
H 5.491 3.952 -2.450  0.084
H -2.802 -3.502 -0.051  0.032
V -3.819 4.808 -2.292  1.136
H 3.583 5.923 -0.375  0.122
C 2.830 2.645 -0.249  -0.193
H 0.580 -3.406 -2.945  0.123
N -3.026 -4.798 -2.070  -0.003
C -1.576 2.048 2.056  -0.347
S 0.467 0.220 3.436  0.893
H -1.878 -2.836 -3.456  0.121
H 0.780 2.204 -0.638  0.103
H 0.658 -3.162 -0.578  0.116
C 3.663 4.943 -0.847  -0.235
C -2.673 -1.283 2.621  -0.408
C 1.338 1.292 1.229  -0.235
H 1.153 2.231 1.749  0.109
Br 0.288 -3.223 2.923  0.903
H 4.569 4.483 -0.451  0.116

Properties
Energy relative to the best compared isomer or geometry (same formula, charge and spin) ... 0.0 kJ/mol
HOMO-LUMO gap ... 0.073 Eh
Charge ... +1
M ... 695.33 g/mol

(4)
The following is a DFT calculation (the ωB97M-V functional and the def2-TZVPD basis) of a molecular structure, C42H32AsBrI2N8O10RuS2.

Each line ends with the Mulliken spin population.
Positions of all 99 atoms, in Å:
H 4.840 3.651 -0.413  0.000
O 1.403 -0.875 -1.283  0.243
H 1.414 -3.292 3.793  0.000
C 2.311 3.436 -3.144  -0.001
C -4.721 1.527 -4.305  0.001
H -0.133 4.341 -0.976  0.000
H -2.535 4.374 -0.833  0.000
H -2.751 2.439 3.721  -0.001
O 0.270 -4.896 -1.977  0.015
C 3.028 1.664 6.488  0.000
C -2.106 2.670 0.412  0.001
C -3.069 -3.002 -1.497  -0.004
C 4.157 2.012 5.763  0.000
C -3.968 -5.618 -1.244  0.000
H -5.490 1.477 -5.068  0.000
C 2.002 2.090 -3.299  -0.002
H -3.432 2.780 -5.481  0.000
C 2.027 0.750 4.494  0.018
H -3.535 4.755 3.313  0.000
C -0.310 -5.658 2.163  0.003
C 3.173 1.076 3.780  0.003
H -4.027 0.402 -1.182  0.000
C 4.230 1.719 4.408  0.000
C -3.564 2.257 -4.541  0.000
H 2.993 -2.052 0.496  -0.023
Ru 0.355 -1.073 0.633  3.887
H -0.773 -6.637 2.255  0.000
C -2.616 -5.374 -1.412  0.003
C -4.416 -3.252 -1.332  -0.001
H -5.807 0.301 -2.913  0.000
H -1.905 1.083 1.824  0.008
H 0.339 -5.516 4.229  0.001
C 0.914 1.548 -2.631  -0.016
C 2.943 0.824 0.052  -0.021
C -3.086 4.706 1.216  0.000
S -3.518 -3.352 2.229  0.047
C -4.877 -4.560 -1.190  0.002
C -2.175 -4.068 -1.538  0.000
C -3.139 4.164 2.496  0.000
C 0.303 -5.054 3.253  0.010
H 3.216 0.816 2.732  -0.010
H -3.447 5.712 1.036  0.000
C 0.874 -3.823 3.016  0.014
C -2.744 1.645 -2.370  0.009
O 1.606 2.917 1.432  0.001
N -1.517 -1.429 1.903  0.061
C -2.568 3.961 0.169  0.000
C 4.485 2.644 -0.560  0.000
Br 0.431 0.619 6.886  0.002
C -3.910 0.922 -2.125  0.000
C -2.197 2.110 1.678  -0.007
C 0.452 3.721 -1.643  -0.001
H 2.965 1.866 7.550  0.000
H 3.173 3.853 -3.654  0.000
C -2.703 2.866 2.726  0.001
H -1.889 -6.176 -1.438  0.000
C 1.540 4.251 -2.320  0.001
C 3.500 0.100 -1.037  -0.028
N 0.826 -3.228 1.826  0.080
C -4.898 0.863 -3.095  0.000
C 1.963 1.042 5.851  -0.005
O 3.102 -1.471 -2.728  0.023
H 5.107 1.992 3.832  0.000
I 5.174 -2.963 -0.716  -0.001
As -1.395 1.589 -1.000  -0.029
N 2.726 3.157 1.022  0.000
H 0.691 0.491 -2.711  0.004
C 4.528 0.568 -1.786  -0.003
C 0.132 -3.867 0.843  0.001
C 0.147 2.373 -1.808  0.014
H 2.615 1.452 -3.924  0.000
O -1.275 -0.013 -0.543  0.143
I 0.432 -0.207 3.493  0.105
H 2.537 -3.145 -0.849  0.010
O 6.609 3.457 -2.045  0.002
H 4.900 -0.026 -2.607  -0.001
S -0.467 -3.688 -1.729  0.013
H -6.779 -4.051 -0.656  0.000
N -6.247 -4.810 -1.044  0.000
H -4.331 -6.636 -1.133  0.000
N -0.398 -5.094 0.970  0.009
C 3.163 -2.326 -0.536  0.019
H -2.688 -1.989 -1.587  0.001
C 5.065 1.829 -1.498  0.007
H -1.661 2.878 -3.752  0.000
O 2.114 0.322 0.886  0.118
C -2.568 2.315 -3.572  0.002
O 3.301 4.218 1.248  0.002
O 6.712 1.572 -3.082  0.001
N 6.206 2.321 -2.263  0.000
N 2.806 -1.165 -1.463  0.009
H 4.982 2.508 6.260  0.000
C 3.411 2.178 0.173  0.048
C -2.356 -2.262 2.009  0.043
N 0.001 -3.084 -0.266  0.167
H 1.803 5.294 -2.184  0.000
H -5.126 -2.431 -1.282  0.000
O -0.404 -2.609 -2.664  -0.001
H -6.476 -5.696 -0.628  0.000

Properties
Energy relative to the best compared isomer or geometry (same formula, charge and spin) ... 63.8 kJ/mol
HOMO-LUMO gap (spin up / spin down) ... 0.281 / 0.244 Eh
2S+1 ... 6
Charge ... -1
M ... 1382.60 g/mol

(5)
The following is a DFT calculation (the ωB97M-V functional and the def2-TZVPD basis) of a molecular structure, C2Br4Hg2O6Sr.

Each line ends with the Löwdin charge.
Positions of all 15 atoms, in Å:
Hg -1.236 -2.448 2.404  0.466
Hg 0.516 1.984 2.238  0.409
Br -1.249 -6.601 0.969  -0.798
Br 2.975 3.402 1.240  -0.679
Br 3.534 -2.996 1.228  -0.508
O -1.316 3.682 -0.964  0.141
O 1.116 -3.798 -1.907  -0.669
O -2.516 -0.177 2.495  -0.168
O 1.638 -1.340 -1.680  -0.405
O 0.530 4.598 -2.183  0.118
O -2.757 2.166 2.234  0.070
C -2.570 1.007 2.419  -0.511
Sr 3.144 -3.860 -3.599  1.464
Br -1.443 0.203 -3.414  -0.583
C -0.368 4.177 -1.479  -0.346

Properties
HOMO-LUMO gap ... 0.082 Eh
Charge ... -2
M ... 928.43 g/mol

(6)
The following is a DFT calculation (the ωB97M-V functional and the def2-TZVPD basis) of a molecular structure, C31H10F15GeN4OReSSe.

Each line ends with the Mulliken spin population.
Positions of all 65 atoms, in Å:
C -4.678 0.096 -2.943  -0.004
H 3.838 2.832 -2.586  -0.001
C -2.506 1.731 -2.845  -0.006
F -0.530 -0.083 4.083  0.000
N 1.790 0.227 -2.096  0.011
H -5.851 1.875 -3.214  0.000
F 2.642 -0.800 2.984  0.000
C -1.631 -0.107 2.040  0.003
F 2.305 -2.783 0.940  0.000
C -3.757 2.297 -3.024  -0.003
C 1.989 -4.617 2.428  -0.001
C 1.782 2.602 0.845  0.000
C 1.276 0.297 1.446  0.010
H 4.724 -1.178 -1.340  0.001
C 1.580 -3.410 1.886  -0.012
N -0.146 1.785 -2.893  -0.012
H -3.213 -1.450 -2.604  0.007
C -2.666 0.361 1.256  0.000
C -1.255 2.571 -2.875  0.010
C 2.367 0.302 2.296  -0.007
S -0.468 -1.903 -0.753  0.129
C -4.866 1.464 -3.069  0.001
F 1.532 -6.384 3.913  0.000
C 1.143 2.433 -2.892  -0.009
F -0.080 1.449 -0.077  0.005
C 1.179 -5.220 3.393  0.000
C -3.642 1.534 3.097  0.000
C 2.696 -0.689 -1.736  -0.017
F -1.535 -2.805 3.548  0.000
C 4.467 0.893 -1.913  0.000
C 3.536 1.829 -2.330  0.001
H 1.120 3.336 -2.264  -0.003
C -0.385 -3.405 3.221  -0.001
F -2.539 1.477 5.178  0.000
F 4.201 1.423 3.269  0.000
F 1.484 3.685 0.126  0.000
H 2.324 -1.686 -1.534  0.019
Ge -0.102 -1.162 1.288  0.011
C 4.040 -0.397 -1.628  -0.002
H -5.515 -0.582 -2.983  0.000
C 1.005 1.461 0.755  -0.002
F -2.660 0.047 -0.053  0.002
H 1.384 2.780 -3.905  -0.001
Se -0.044 -1.430 -4.298  -0.045
N 1.092 -3.846 -3.005  -0.010
C 2.884 2.582 1.698  0.000
C 0.412 -2.785 2.281  0.019
C 2.196 1.469 -2.421  -0.003
F -4.642 1.602 0.937  0.000
C -0.009 -4.610 3.803  0.001
F -4.592 2.305 3.603  0.000
C -3.678 1.171 1.752  0.000
Re -0.310 -0.077 -2.260  0.910
C -2.587 1.102 3.908  0.000
C 3.169 1.434 2.439  0.000
C 0.629 -2.924 -3.506  0.010
F 3.115 -5.199 2.035  0.000
C -1.592 0.299 3.362  0.004
C -3.397 -0.392 -2.741  -0.019
F 3.668 3.647 1.782  0.000
F -0.772 -5.188 4.721  0.000
N -2.333 0.406 -2.685  0.002
H 5.510 1.153 -1.834  0.000
O -1.262 3.784 -2.889  0.002
H -3.833 3.370 -3.118  0.000

Properties
HOMO-LUMO gap (spin up / spin down) ... 0.229 / 0.236 Eh
2S+1 ... 2
Charge ... +1
M ... 1109.26 g/mol

| no. | E_tot (eV) |
| --- | --- |
| 1 | -141646.0248 |
| 2 | -17812.7662 |
| 3 | -229807.7679 |
| 4 | -247795.8639 |
| 5 | -303704.1247 |
| 6 | -215899.7298 |